(1)
{"formula": "C2H2ClO3", "method": "ωB97M-V/def2-TZVPD", "gap_ev": 8.44, "homo_ev": -4.8, "max_force_ev_per_a": 4.61, "charge": -1, "energy_ev": -20770.43164, "symbols": ["C", "C", "O", "O", "O", "Cl", "H", "H"], "coordinates": [[0.73169, 0.84341, 0.28880], [0.06169, -0.58422, 0.36536], [0.29078, 1.58254, -0.52088], [1.70239, 0.87017, 1.06302], [-1.51209, -0.55757, -1.14850], [-0.71281, -1.02830, 1.72360], [0.48703, -1.35731, -0.29518], [-1.04868, 0.23129, -1.47621]], "forces_ev_per_angstrom": [[1.060, -3.173, 1.980], [-0.862, 0.765, -4.459], [-1.272, 2.864, -2.560], [0.218, 0.082, 0.379], [2.199, 0.020, 1.907], [-0.931, -0.811, 1.814], [-0.109, 0.263, 0.861], [-0.304, -0.009, 0.077]], "nbo_charge": [0.725, -0.086, -0.692, -0.740, -0.966, 0.085, 0.221, 0.454]}



(2)
{"formula": "C4H7IO", "method": "ωB97M-V/def2-TZVPD", "gap_ev": 9.50, "homo_ev": -9.1, "max_force_ev_per_a": 4.38, "energy_ev": -14406.61282, "symbols": ["C", "C", "C", "C", "O", "I", "H", "H", "H", "H", "H", "H", "H"], "coordinates": [[0.76604, -0.11296, -0.90294], [-0.64082, 0.25036, -0.87348], [1.54822, -0.43948, 0.34031], [-1.53028, 0.25396, 1.02887], [-0.28282, -0.99144, -1.28611], [-1.57109, 1.58197, -2.21443], [1.36765, 0.23579, -1.74311], [0.89389, -0.82376, 1.11706], [2.04235, 0.45881, 0.70523], [2.30204, -1.19139, 0.11734], [-0.95047, 0.99975, 1.54229], [-1.40131, -0.76070, 1.36176], [-2.54341, 0.53909, 0.80721]], "forces_ev_per_angstrom": [[0.874, 0.614, 0.185], [-1.741, 0.322, 4.008], [-0.244, -0.056, -0.231], [1.621, 0.203, -3.983], [-0.415, -1.039, -0.492], [0.020, -0.041, 0.029], [-0.156, 0.000, 0.023], [-0.008, -0.013, 0.045], [0.077, 0.045, 0.027], [0.106, -0.033, 0.009], [0.074, 0.148, 0.254], [0.025, -0.207, 0.085], [-0.233, 0.057, 0.038]], "nbo_charge": [-0.001, 0.112, -0.634, -0.555, -0.500, 0.115, 0.188, 0.221, 0.222, 0.222, 0.201, 0.201, 0.208]}